An isolated molecule of C2H7IN2S. Source: the OMol25 dataset; level of theory: wB97M-V/def2-TZVPD.

The geometry in XYZ format:
```
13
Properties=species:S:1:pos:R:3:nbo_charge:R:1
C -0.574 0.926 -1.046 -0.456
C 1.072 -0.926 -1.037 -0.420
N 0.450 0.189 -0.349 -0.147
N 0.620 0.256 0.924 -0.373
S -0.617 0.477 2.004 0.462
I -2.365 -0.996 3.759 -0.553
H -0.587 1.954 -0.680 0.226
H -0.347 0.925 -2.108 0.224
H -1.563 0.489 -0.875 0.218
H 1.314 -1.700 -0.310 0.236
H 0.376 -1.335 -1.770 0.213
H 1.988 -0.617 -1.541 0.213
H 0.232 0.359 3.029 0.157
```

Its calculated total energy is -24100.99934 eV. The calculation puts the orbital gap at 6.6 eV. As for the charge: 0. The calculation puts the maximum force at 0.99 eV Å⁻¹. Its relative energy (zero: lowest compared OMol25 entry of this formula, charge and spin) is 0.126 eV.